Run 1
CH3IN4 | ωB97M-V/def2-TZVPD

Properties
**Structure (SMILES)**: c1nn[nH]n1.I
**Net charge**: 0
**Highest occupied orbital energy**: -9.95 eV
**Lowest unoccupied orbital energy**: 0.71 eV

Geometry (Å):
1 C -0.75022 -1.02676 0.35804
2 N -1.82995 -0.45470 0.81588
3 N -1.69922 0.82247 0.46097
4 N 0.06188 -0.20305 -0.32412
5 N -0.59549 0.95769 -0.21882
6 I 3.48262 0.43917 -0.46189
7 H -0.61383 -2.07860 0.58880
8 H 2.13048 -0.23281 -0.55837
9 H -0.18628 1.77659 -0.66049

Run 2
CH3IN4 | ωB97M-V/def2-TZVPD

Properties
**Net charge**: 0
**Highest occupied orbital energy**: -9.11 eV
**Lowest unoccupied orbital energy**: -0.68 eV

Geometry (Å):
1 C -1.29150 -1.05283 -0.15176
2 N 1.01694 2.69378 -0.28219
3 N 1.52623 1.70996 -0.07981
4 N -1.27130 -0.01136 0.57117
5 N 2.03780 0.74372 0.41471
6 I 2.56280 -0.97703 -0.41148
7 H -2.04087 -1.88438 -0.33348
8 H -0.39584 -1.13675 -0.77951
9 H -2.14425 -0.08510 1.05234

run 1 has the most favorable energy; the next structure is 2.124 eV above.

Run 1
C2H8N2O2 | ωB97M-V/def2-TZVPD

Properties
**Structure (SMILES)**: O=CO.NCN
**Net charge**: 0
**Highest occupied orbital energy**: -9.34 eV
**Lowest unoccupied orbital energy**: 0.68 eV

Geometry (Å):
1 N -1.50089 0.32788 1.61443
2 C -0.36788 -0.52068 1.25189
3 N 0.64535 -0.25252 2.25749
4 H -2.32663 0.07497 1.08661
5 H -1.64372 0.15966 2.60680
6 H -0.62070 -1.57326 1.10933
7 H -0.00772 -0.18058 0.27297
8 H 0.79610 0.74636 2.21016
9 H 1.50187 -0.73176 2.01137
10 O 0.79986 1.70568 -3.14951
11 C 0.39913 0.65463 -2.75156
12 O 0.97695 -0.53446 -2.97780
13 H -0.49110 0.50395 -2.14881
14 H 1.83937 -0.37988 -3.39337

Run 2
C2H8N2O2 | ωB97M-V/def2-TZVPD

Properties
**Structure (SMILES)**: [H]/N=C/C.ONO
**Net charge**: 0
**Highest occupied orbital energy**: -8.67 eV
**Lowest unoccupied orbital energy**: 0.67 eV

Geometry (Å):
1 C 0.94063 -0.79354 1.04261
2 C -0.48210 -1.12959 0.78673
3 N -0.92951 -1.23073 -0.40187
4 H -1.88133 -1.57692 -0.48594
5 H -1.02077 -1.55300 1.63964
6 H 1.00541 -0.08136 1.87134
7 H 1.47819 -1.69639 1.34032
8 H 1.40750 -0.35899 0.16647
9 N -0.45283 1.82958 -0.86346
10 O 0.96391 1.84858 -0.56780
11 O -0.69819 0.93665 -1.86363
12 H -0.83561 -0.05285 -1.43775
13 H 1.34237 2.42110 -1.24832
14 H -0.83766 1.43744 0.02166

Run 3
C2H8N2O2 | ωB97M-V/def2-TZVPD

Properties
**Structure (SMILES)**: NCNC=O.O
**Net charge**: 0
**Highest occupied orbital energy**: -9.29 eV
**Lowest unoccupied orbital energy**: 0.25 eV

Geometry (Å):
1 O 2.73728 -0.38823 1.02482
2 C 1.63042 -0.84826 0.89132
3 N 0.57955 -0.17059 0.34533
4 C 0.81349 0.97898 -0.50017
5 N -0.27839 1.94156 -0.45615
6 H 1.32518 -1.87115 1.17856
7 H -0.32068 -0.61902 0.25910
8 H 1.74472 1.46452 -0.24761
9 H 0.89401 0.70709 -1.55952
10 H -1.12913 1.46584 -0.69610
11 H -0.34906 2.27526 0.49938
12 H -2.36493 -2.25749 0.20715
13 H -2.98859 -1.32340 -0.81055
14 O -2.29386 -1.35514 -0.13557

run 3 has the most favorable energy; the next structure is 0.393 eV above.

Run 1
C18H36O6 | ωB97M-V/def2-TZVPD

Properties
**Structure (SMILES)**: CC(C)=O.CC(C)=O.CC(C)=O.CC(C)=O.CC(C)=O.CC(C)=O
**Net charge**: 0
**Highest occupied orbital energy**: -9.18 eV
**Lowest unoccupied orbital energy**: 0.25 eV

Geometry (Å):
1 C 0.38922 -1.96265 -3.06250
2 C -1.02478 -1.49865 -2.61650
3 O -1.57478 -2.10365 -1.55250
4 C -1.69078 -0.33165 -3.28550
5 H 1.31722 -1.36865 -2.63750
6 H 0.40822 -2.06665 -4.05750
7 H 0.63422 -3.08165 -2.76350
8 H -2.62578 -0.05365 -2.73350
9 H -1.99778 -0.41865 -4.21150
10 H -0.96378 0.45935 -3.41450
11 C -3.91078 0.20335 0.27450
12 C -4.90778 -0.77165 0.85350
13 O -6.14878 -0.44365 1.13850
14 C -4.34478 -2.13765 1.19350
15 H -3.08278 0.46935 0.92750
16 H -4.37578 1.15835 0.29050
17 H -3.60778 -0.02565 -0.61850
18 H -5.09878 -2.71965 1.25350
19 H -3.59478 -1.95965 1.94150
20 H -3.59978 -2.43965 0.45450
21 C 4.14522 2.51335 -1.03350
22 C 3.70522 3.83435 -1.67150
23 O 4.59022 4.86535 -1.58850
24 C 2.24922 3.91935 -2.12550
25 H 5.21122 2.52135 -0.64050
26 H 4.20322 1.85735 -1.84650
27 H 3.19222 2.17435 -0.59750
28 H 1.81322 4.77935 -1.57250
29 H 1.61922 3.05135 -2.01650
30 H 2.19322 4.19635 -3.07950
31 C 3.70422 -2.07265 -0.62850
32 C 4.44722 -1.18765 -1.58950
33 O 3.88122 -0.57965 -2.69550
34 C 5.98022 -0.87365 -1.34250
35 H 4.35922 -2.92065 -0.48850
36 H 2.71122 -2.41165 -1.06950
37 H 3.75122 -1.48665 0.17550
38 H 6.79222 -1.73065 -1.22850
39 H 6.01222 -0.40265 -0.35350
40 H 6.31322 -0.21965 -2.24450
41 C 0.09222 -0.49365 1.22650
42 C 0.53622 0.37235 0.13650
43 O 1.70222 0.10035 -0.61350
44 C -0.33978 1.48735 -0.39450
45 H -0.89578 -0.91365 0.98550
46 H -0.01478 0.19135 2.01150
47 H 0.90222 -1.29765 1.50650
48 H -0.08678 2.06535 -1.09250
49 H -0.61978 2.07135 0.37550
50 H -1.32378 1.07635 -0.79250
51 C -4.22378 0.17535 4.73250
52 C -2.82978 0.06935 4.27450
53 O -2.30078 0.96235 3.40850
54 C -2.10578 -1.11365 4.76050
55 H -4.94378 -0.62565 4.64550
56 H -4.71078 0.84135 4.16850
57 H -4.18278 0.49535 5.69950
58 H -1.14478 -1.21765 4.51650
59 H -2.82178 -1.95065 4.82450
60 H -1.76178 -1.02965 5.88350

Run 2
C18H36O6 | ωB97M-V/def2-TZVPD

Properties
**Structure (SMILES)**: CC(C)=O.CC(C)=O.CC(C)=O.CC(C)=O.CC(C)=O.CC(C)=O
**Net charge**: 0
**Highest occupied orbital energy**: -9.27 eV
**Lowest unoccupied orbital energy**: 0.50 eV

Geometry (Å):
1 C 2.34376 2.51697 -3.84332
2 C 1.54766 3.20010 -4.94047
3 O 0.39737 2.92401 -5.14797
4 C 2.27139 4.23022 -5.78389
5 H 3.03736 3.23978 -3.41119
6 H 2.90703 1.68037 -4.25435
7 H 1.65576 2.16657 -3.07759
8 H 3.12343 3.75415 -6.27672
9 H 2.63580 5.06923 -5.19222
10 H 1.58857 4.59753 -6.54737
11 C 3.69286 5.28555 1.38502
12 C 2.76497 4.17439 0.95304
13 O 1.66060 4.45229 0.53696
14 C 3.25495 2.75374 1.05736
15 H 3.49473 5.52543 2.43172
16 H 3.47863 6.15627 0.76987
17 H 4.74697 5.01709 1.31597
18 H 2.43066 2.04442 1.11565
19 H 3.90600 2.63247 1.92529
20 H 3.84678 2.50010 0.17294
21 C -4.21000 -4.72209 2.10379
22 C -3.64892 -4.51619 0.71887
23 O -2.68545 -5.13396 0.31814
24 C -4.25486 -3.43374 -0.13739
25 H -3.55673 -5.41047 2.64091
26 H -5.20407 -5.16564 2.02973
27 H -4.27219 -3.78714 2.65808
28 H -5.33662 -3.48592 -0.25642
29 H -3.81848 -3.55273 -1.12869
30 H -3.97655 -2.46540 0.27906
31 C 1.28442 -8.00113 2.77691
32 C 1.18593 -6.50534 2.58449
33 O 2.16436 -5.80713 2.50930
34 C -0.20872 -5.95339 2.46331
35 H 2.32156 -8.28855 2.92283
36 H 0.89585 -8.48543 1.87683
37 H 0.66255 -8.32331 3.61145
38 H -0.70307 -6.34498 1.57613
39 H -0.19206 -4.86553 2.44384
40 H -0.79209 -6.24368 3.34387
41 C -0.36263 -1.81728 0.39106
42 C 0.30525 -0.46584 0.46579
43 O 1.18176 -0.23339 1.26478
44 C -0.18149 0.61420 -0.48662
45 H 0.12456 -2.46200 1.11706
46 H -0.25664 -2.22841 -0.61279
47 H -1.41470 -1.66419 0.63388
48 H -1.21606 0.45850 -0.77693
49 H 0.47217 0.53344 -1.36261
50 H 0.02665 1.57434 -0.02343
51 C -1.87071 3.50730 1.15262
52 C -2.55479 4.21084 -0.00678
53 O -3.74735 4.14600 -0.16658
54 C -1.64222 4.95914 -0.93512
55 H -2.39196 3.74765 2.07611
56 H -0.82391 3.80362 1.22169
57 H -1.90471 2.43881 0.94512
58 H -2.09854 5.12921 -1.90660
59 H -0.70818 4.40463 -1.03979
60 H -1.37664 5.91445 -0.47468

run 2 has the most favorable energy; the next structure is 9.728 eV above.

Run 1
C3H8N3 | ωB97M-V/def2-TZVPD

Properties
**Net charge**: +1
**Highest occupied orbital energy**: -14.03 eV
**Lowest unoccupied orbital energy**: -4.42 eV

Geometry (Å):
1 C -1.99652 1.45546 0.48602
2 C 1.35086 -0.02348 -0.20174
3 C 0.13726 -0.86518 0.00767
4 N 1.37303 1.25494 -0.03358
5 N -2.76324 2.32126 0.71608
6 N -0.03368 -2.02136 -0.85554
7 H 2.27284 -0.54324 -0.57359
8 H 0.47518 1.61921 0.27328
9 H 0.35602 -0.96311 1.13397
10 H -0.71788 -0.12224 0.16819
11 H 2.23988 1.67243 0.11046
12 H -3.15745 3.12569 1.00454
13 H -0.24626 -2.90930 -0.34225
14 H -0.87263 -1.82009 -1.45284

Run 2
C3H8N3 | ωB97M-V/def2-TZVPD

Properties
**Net charge**: +1
**Highest occupied orbital energy**: -13.62 eV
**Lowest unoccupied orbital energy**: -4.33 eV

Geometry (Å):
1 C -1.12672 1.00581 0.06956
2 C -0.70872 -0.15051 0.57227
3 C 1.09943 -0.59018 -0.25453
4 N -1.39688 -1.05613 -0.17424
5 N -1.52002 2.05411 -0.36377
6 N 2.25031 -0.23362 0.37191
7 H -0.61302 -0.01198 1.66468
8 H -1.11717 -1.21584 -1.24772
9 H 1.03751 -1.72830 -0.20504
10 H 1.13330 -0.32560 -1.27991
11 H -2.39077 -0.84162 -0.10467
12 H -1.66015 3.02872 -0.77481
13 H 2.43346 0.72587 0.44433
14 H 2.57945 -0.66073 1.28193

Run 3
C3H8N3 | ωB97M-V/def2-TZVPD

Properties
**Net charge**: +1
**Highest occupied orbital energy**: -13.81 eV
**Lowest unoccupied orbital energy**: -4.50 eV

Geometry (Å):
1 C 1.09233 -3.06865 -0.70150
2 C -0.47496 0.72949 0.18285
3 C -0.74573 3.02552 0.15590
4 N 1.04983 -2.63561 0.46661
5 N -1.03843 1.75808 -0.33913
6 N 0.21772 -0.11343 0.54866
7 H 0.56735 -2.52232 -1.47184
8 H 1.30893 -4.14083 -1.03822
9 H -0.92988 2.98060 1.16676
10 H 0.33582 3.36192 0.03073
11 H -1.40474 3.76344 -0.28062
12 H -2.01670 1.59134 -0.56970
13 H 1.55279 -3.06432 1.23315
14 H 0.48567 -1.66523 0.61634

Run 4
C3H8N3 | ωB97M-V/def2-TZVPD

Properties
**Net charge**: +1
**Highest occupied orbital energy (alpha / beta)**: -12.12 / -13.26 eV
**Lowest unoccupied orbital energy (alpha / beta)**: -6.16 / -5.42 eV

Geometry (Å):
1 C 1.72263 -1.01415 -0.08171
2 C 0.35992 0.96419 -0.48500
3 C -1.51242 -0.33072 0.67262
4 N 1.21618 0.16960 0.30452
5 N -1.49590 -0.90013 -0.65515
6 N -1.13745 0.39720 -0.51772
7 H 1.25660 -1.47779 -0.85847
8 H 2.32701 -1.57112 0.66895
9 H 0.20912 2.01763 -0.12315
10 H 0.66458 0.96680 -1.51646
11 H -2.48900 -0.14899 0.99697
12 H -0.66456 -0.68438 1.27806
13 H 1.37405 0.62946 1.20408
14 H -1.83078 0.98241 -0.88754

run 3 has the most favorable energy; the next structure is 0.690 eV above.

Run 1
C3H8N3 | ωB97M-V/def2-TZVPD

Properties
**Structure (SMILES)**: C[N+]1=NCNC1
**Net charge**: +1
**Highest occupied orbital energy**: -15.29 eV
**Lowest unoccupied orbital energy**: -5.41 eV

Geometry (Å):
1 C -0.74415 -1.43652 -0.66451
2 C -0.41023 0.80560 -0.68652
3 C 0.95750 0.72086 1.68049
4 N -0.00736 -1.18825 0.48418
5 N -0.64295 -0.24958 -1.52309
6 N 0.20169 0.00882 0.63492
7 H -0.35712 -2.22445 -1.32657
8 H -1.83640 -1.64612 -0.42898
9 H 0.22569 1.46084 -1.14990
10 H -1.35134 1.36503 -0.35946
11 H 0.48505 1.74845 1.78142
12 H 2.00931 0.84881 1.13441
13 H 1.27481 0.24732 2.58493
14 H 0.19552 -0.46081 -2.16132

Run 2
C3H8N3 | ωB97M-V/def2-TZVPD

Properties
**Structure (SMILES)**: C[N@@H+]1CN=CN1
**Net charge**: +1
**Highest occupied orbital energy**: -14.20 eV
**Lowest unoccupied orbital energy**: -3.75 eV

Geometry (Å):
1 C 1.14448 0.66521 -1.61364
2 C -0.86162 0.84029 -0.88472
3 C -0.29479 -0.83164 0.95778
4 N -0.03713 0.93042 -2.00958
5 N 1.26683 0.31280 -0.34386
6 N 0.02807 0.40981 0.28300
7 H 1.84460 0.48061 -2.39506
8 H -1.26513 1.75433 -0.56042
9 H -1.47729 -0.00340 -1.27280
10 H -0.40886 -1.57560 0.09646
11 H 0.47122 -1.29655 1.60760
12 H -1.33982 -0.94723 1.40984
13 H 2.24511 0.22518 0.28007
14 H 0.18791 1.14832 1.02046

run 1 has the most favorable energy; the next structure is 0.406 eV above.